The following is a DFT calculation (ωB97M-V/def2-TZVPD) of a structure of composition C22H46O10PdS4 in a non-equilibrium geometry.

```
! RIJCOSX wB97M-V def2-TZVPD def2/J DEFGRID3
* xyz 0 3
Pd 0.00 -0.22 0.17
C 2.49 -2.14 3.50
C 1.81 -2.31 2.00
C 0.40 -2.91 2.28
O 1.78 -1.07 1.30
H 2.08 -2.82 4.24
H 2.27 -1.14 3.88
H 3.57 -2.31 3.52
H 2.46 -2.97 1.43
H -0.35 -2.16 2.54
H 0.51 -3.65 3.06
H 0.12 -3.48 1.39
C 0.59 -3.36 -2.56
C 0.05 -1.97 -2.86
C -1.00 -1.87 -3.99
O -0.33 -1.24 -1.77
H 0.84 -4.04 -3.38
H -0.30 -3.81 -2.12
H 1.44 -3.46 -1.88
H 0.86 -1.33 -3.21
H -1.16 -0.80 -4.15
H -1.97 -2.23 -3.66
H -0.68 -2.55 -4.79
C -5.26 -2.49 2.35
C -5.55 -2.48 0.80
C -4.44 -1.82 0.03
S -3.42 -0.94 1.17
O -3.89 0.38 1.42
O -2.00 -1.10 0.72
C -3.83 -2.21 2.55
H -5.49 -3.43 2.85
H -5.87 -1.70 2.79
H -6.48 -1.93 0.61
H -5.59 -3.50 0.42
H -4.82 -1.12 -0.72
H -3.82 -2.64 -0.34
H -3.46 -1.77 3.47
H -3.15 -3.04 2.33
C 4.74 -0.50 -2.29
C 4.05 0.22 -3.42
C 3.55 1.61 -2.72
S 3.00 1.02 -1.06
O 1.54 0.97 -0.91
O 3.83 1.65 -0.02
C 3.68 -0.61 -1.24
H 5.71 -0.07 -2.08
H 5.07 -1.46 -2.69
H 3.10 -0.18 -3.78
H 4.69 0.56 -4.23
H 2.67 2.02 -3.22
H 4.41 2.26 -2.56
H 2.91 -1.30 -1.57
H 4.07 -0.90 -0.27
C -1.78 4.39 -2.82
C -1.01 3.24 -3.67
C -1.65 1.84 -3.27
S -2.07 1.95 -1.47
O -0.82 1.54 -0.82
O -3.36 1.37 -1.22
C -2.10 3.85 -1.41
H -2.72 4.49 -3.35
H -1.20 5.27 -2.54
H 0.01 3.35 -3.28
H -1.00 3.57 -4.71
H -0.88 1.08 -3.40
H -2.53 1.65 -3.89
H -1.36 4.00 -0.62
H -3.06 4.06 -0.93
C 1.90 2.15 4.87
C 2.65 2.17 3.51
C 1.72 2.84 2.43
S -0.01 2.18 2.72
O -0.18 0.87 2.06
O -1.02 3.22 2.58
C 0.45 1.65 4.47
H 1.96 3.20 5.15
H 2.33 1.54 5.66
H 2.90 1.13 3.35
H 3.66 2.60 3.54
H 2.02 2.49 1.44
H 1.64 3.92 2.55
H 0.38 0.57 4.60
H -0.25 2.20 5.10
*
```

Values from the calculation:
HOMO energy (spin up / spin down)	-0.247 / -0.243	hartree
relative energy (zero: lowest compared OMol25 entry of this formula, charge and spin)	59.26	kcal/mol
frontier orbital gap (spin up / spin down)	7.19 / 7.07	eV